{"formula": "C2H8N4O", "method": "ωB97M-V/def2-TZVPD", "species": ["C", "N", "N", "C", "N", "N", "O", "H", "H", "H", "H", "H", "H", "H", "H"], "positions_angstrom": [[1.467, 0.747, 0.942], [1.050, -0.551, 0.513], [-1.195, 0.169, -0.172], [-0.089, -0.756, -0.300], [-0.979, 1.510, -0.523], [-0.652, -2.073, -0.205], [0.828, -0.493, -1.244], [-2.068, -0.207, 0.182], [-1.865, 2.005, -0.521], [-0.562, 1.540, -1.454], [-0.381, -2.617, -1.016], [-0.337, -2.561, 0.624], [1.765, 0.675, 1.987], [0.707, 1.538, 0.851], [2.313, 1.076, 0.336]], "forces_ev_per_angstrom": [[-0.69, 1.35, -0.16], [1.43, -0.72, -2.05], [0.64, -1.83, -0.14], [-2.97, 0.93, 1.33], [0.02, 1.17, -0.01], [-0.06, -0.36, -0.11], [0.93, 0.01, 1.64], [0.33, 0.45, -0.58], [0.16, -0.18, -0.19], [-0.50, -0.05, 0.04], [-0.02, 0.08, 0.06], [0.19, 0.12, -0.09], [0.24, -0.29, -0.02], [0.13, -0.45, 0.04], [0.19, -0.25, 0.25]], "orbital_gap_ev": 7.7, "lumo_energy_ev": 0.067, "e_above_lowest_ev": 5.273, "energy_ev": -10207.340, "largest_force_ev_per_a": 3.39}